w | Density functional theory data (ωB97M-V with the def2-TZVPD basis set) for the molecule C4H7NO.

The geometry in XYZ format:
```
13
C4H7NO (ωB97M-V with the def2-TZVPD basis set)
H 0.537 1.534 1.823
N 0.145 1.135 0.982
C 0.629 0.169 0.372
C 1.941 0.075 -0.349
O -0.114 -1.151 0.254
C -1.443 -0.961 0.174
C -1.989 -0.022 -0.613
H 2.125 0.979 -0.928
H 2.734 -0.027 0.392
H 1.944 -0.785 -1.011
H -2.007 -1.477 0.949
H -3.056 0.133 -0.602
H -1.447 0.397 -1.444
```

Values from the calculation:
M = 85.106 g mol⁻¹
total charge = 0
gap between HOMO and LUMO = 9.754 eV
lowest unoccupied orbital energy = 0.92 eV
SMILES = [H]/N=C(\C)OC=C

Formally, the natural (NBO) partial charges of the atoms, in units of the elementary charge, are as follows: number 1, H, carries 0.416; number 2, N, carries -0.784; number 3, C, carries 0.671; number 4, C, carries -0.720; number 5, O, carries -0.555; number 6, C, carries 0.145; number 7, C, carries -0.473; number 8, H, carries 0.242; number 9, H, carries 0.243; number 10, H, carries 0.239; number 11, H, carries 0.175; number 12, H, carries 0.207; number 13, H, carries 0.195

=====

x | Density functional theory data (ωB97M-V with the def2-TZVPD basis set) for the molecule C4H7NO.

The geometry in XYZ format:
```
13
C4H7NO (ωB97M-V with the def2-TZVPD basis set)
O -1.653 1.629 -1.709
C -0.620 1.009 -1.084
C -0.574 -0.279 -0.750
C 0.428 -0.857 0.176
C 1.289 -0.017 1.039
N 0.091 -0.642 1.591
H -2.396 1.010 -1.730
H 0.178 1.713 -0.865
H -1.415 -0.929 -0.995
H 0.824 -1.840 -0.090
H 2.260 -0.397 1.342
H 1.264 1.065 0.937
H 0.326 -1.464 2.139
```

Values from the calculation:
M = 85.106 g mol⁻¹
total charge = 0
gap between HOMO and LUMO = 9.892 eV
lowest unoccupied orbital energy = 1.08 eV
SMILES = O/C=C/[C@H]1CN1

Formally, the natural (NBO) partial charges of the atoms, in units of the elementary charge, are as follows: number 1, O, carries -0.671; number 2, C, carries 0.172; number 3, C, carries -0.328; number 4, C, carries -0.115; number 5, C, carries -0.259; number 6, N, carries -0.582; number 7, H, carries 0.475; number 8, H, carries 0.178; number 9, H, carries 0.195; number 10, H, carries 0.197; number 11, H, carries 0.196; number 12, H, carries 0.194; number 13, H, carries 0.347

=====

Which of them is the least stable? Correct choice: w.

=====

w | Density functional theory data (ωB97M-V with the def2-TZVPD basis set) for a structure of composition C4H7NO.

The geometry in XYZ format:
```
13
C4H7NO (ωB97M-V with the def2-TZVPD basis set)
O -1.896 -0.390 0.446
C -0.703 -0.692 -0.204
C -0.128 0.411 -1.132
C 0.968 0.690 -0.084
N 0.497 1.060 1.167
C 0.549 -0.556 0.690
H -1.718 0.448 0.906
H -0.819 -1.672 -0.670
H -0.797 1.243 -1.368
H 0.280 -0.008 -2.056
H 2.015 0.852 -0.353
H 0.405 -0.113 1.792
H 1.347 -1.275 0.866
```

Values from the calculation:
M = 85.106 g mol⁻¹
total charge = 0
gap between HOMO and LUMO = 9.854 eV
lowest unoccupied orbital energy = 0.99 eV

Formally, the natural (NBO) partial charges of the atoms, in units of the elementary charge, are as follows: number 1, O, carries -0.701; number 2, C, carries 0.106; number 3, C, carries -0.448; number 4, C, carries -0.051; number 5, N, carries -0.519; number 6, C, carries -0.325; number 7, H, carries 0.483; number 8, H, carries 0.193; number 9, H, carries 0.218; number 10, H, carries 0.212; number 11, H, carries 0.187; number 12, H, carries 0.390; number 13, H, carries 0.256

=====

x | Density functional theory data (ωB97M-V with the def2-TZVPD basis set) for a cluster of 2 separate species, C4H7NO in total.

The geometry in XYZ format:
```
13
C4H7NO (ωB97M-V with the def2-TZVPD basis set)
C 0.169 -1.384 -0.962
N 1.339 -0.965 -0.800
C 0.479 -0.303 -1.869
H -0.499 -2.121 -0.531
H 0.750 -0.515 -2.901
H 0.158 0.716 -1.656
C -0.983 0.383 1.285
C 0.404 0.961 1.127
O 0.656 1.865 0.365
H -0.957 -0.657 1.627
H -1.537 0.465 0.344
H -1.514 0.973 2.041
H 1.190 0.528 1.777
```

Values from the calculation:
M = 85.106 g mol⁻¹
total charge = 0
gap between HOMO and LUMO = 10.866 eV
lowest unoccupied orbital energy = 0.97 eV
SMILES = C1=NC1.CC=O

Formally, the natural (NBO) partial charges of the atoms, in units of the elementary charge, are as follows: number 1, C, carries 0.043; number 2, N, carries -0.309; number 3, C, carries -0.324; number 4, H, carries 0.209; number 5, H, carries 0.184; number 6, H, carries 0.203; number 7, C, carries -0.734; number 8, C, carries 0.443; number 9, O, carries -0.533; number 10, H, carries 0.219; number 11, H, carries 0.232; number 12, H, carries 0.246; number 13, H, carries 0.120

=====

y | Density functional theory data (ωB97M-V with the def2-TZVPD basis set) for a structure of composition C4H7NO.

The geometry in XYZ format:
```
13
C4H7NO (ωB97M-V with the def2-TZVPD basis set)
C 0.365 -1.531 1.242
C -0.286 -0.796 0.082
O -0.801 -1.372 -0.873
C -0.313 0.675 0.270
C 0.524 1.484 -0.648
N -0.830 1.412 -1.223
H 1.252 -0.993 1.604
H 0.627 -2.551 0.946
H -0.344 -1.571 2.081
H -1.396 1.306 -0.151
H 1.262 0.957 -1.258
H 0.837 2.491 -0.362
H -0.942 0.560 -1.795
```

Values from the calculation:
M = 85.106 g mol⁻¹
total charge = 0
gap between HOMO and LUMO = 10.031 eV
lowest unoccupied orbital energy = 1.01 eV

Formally, the natural (NBO) partial charges of the atoms, in units of the elementary charge, are as follows: number 1, C, carries -0.710; number 2, C, carries 0.519; number 3, O, carries -0.587; number 4, C, carries -0.288; number 5, C, carries -0.261; number 6, N, carries -0.601; number 7, H, carries 0.229; number 8, H, carries 0.236; number 9, H, carries 0.247; number 10, H, carries 0.402; number 11, H, carries 0.208; number 12, H, carries 0.206; number 13, H, carries 0.400

=====

z | Density functional theory data (ωB97M-V with the def2-TZVPD basis set) for the molecule C4H7NO.

The geometry in XYZ format:
```
13
C4H7NO (ωB97M-V with the def2-TZVPD basis set)
C -1.536 -0.656 0.251
C -0.274 -0.148 -0.437
C 0.286 1.191 0.162
O 1.708 0.958 0.207
C 1.874 -0.347 -0.129
N 0.872 -1.063 -0.377
H -1.798 -1.634 -0.160
H -2.387 0.019 0.097
H -1.388 -0.772 1.333
H -0.298 -0.328 -1.524
H -0.062 1.382 1.196
H 0.109 2.095 -0.425
H 2.895 -0.697 -0.196
```

Values from the calculation:
M = 85.106 g mol⁻¹
total charge = 0
gap between HOMO and LUMO = 10.460 eV
lowest unoccupied orbital energy = 1.03 eV
SMILES = C[C@H]1COC=N1

Formally, the natural (NBO) partial charges of the atoms, in units of the elementary charge, are as follows: number 1, C, carries -0.614; number 2, C, carries -0.123; number 3, C, carries -0.101; number 4, O, carries -0.498; number 5, C, carries 0.368; number 6, N, carries -0.467; number 7, H, carries 0.224; number 8, H, carries 0.212; number 9, H, carries 0.210; number 10, H, carries 0.223; number 11, H, carries 0.182; number 12, H, carries 0.197; number 13, H, carries 0.186

=====

Which of them is the least stable? Correct choice: w.

=====

w | Density functional theory data (ωB97M-V with the def2-TZVPD basis set) for the molecule C4H7NO.

The geometry in XYZ format:
```
13
C4H7NO (ωB97M-V with the def2-TZVPD basis set)
O 2.048 0.686 0.135
C 0.897 0.220 -0.505
C 0.282 -1.180 -0.164
C -1.067 -0.481 -0.041
N -0.909 0.382 1.133
C -0.451 0.860 -0.195
H 1.782 0.958 1.023
H 1.096 0.265 -1.581
H 0.623 -1.588 0.791
H 0.376 -1.923 -0.959
H -2.039 -0.826 -0.379
H -1.815 0.818 1.313
H -0.823 1.808 -0.571
```

Values from the calculation:
M = 85.106 g mol⁻¹
total charge = 0
gap between HOMO and LUMO = 10.361 eV
lowest unoccupied orbital energy = 1.04 eV
SMILES = O[C@H]1C[C@H]2N[C@@H]12

Formally, the natural (NBO) partial charges of the atoms, in units of the elementary charge, are as follows: number 1, O, carries -0.703; number 2, C, carries 0.105; number 3, C, carries -0.436; number 4, C, carries -0.086; number 5, N, carries -0.609; number 6, C, carries -0.134; number 7, H, carries 0.474; number 8, H, carries 0.180; number 9, H, carries 0.220; number 10, H, carries 0.213; number 11, H, carries 0.212; number 12, H, carries 0.356; number 13, H, carries 0.209

=====

x | Density functional theory data (ωB97M-V with the def2-TZVPD basis set) for a structure of composition C4H7NO.

The geometry in XYZ format:
```
13
C4H7NO (ωB97M-V with the def2-TZVPD basis set)
O 2.238 0.403 0.130
C 0.988 0.122 -0.209
C 0.269 -1.190 -0.015
C -1.072 -0.369 -0.002
N -1.448 -0.030 1.284
C -0.186 0.885 -0.393
H 2.332 1.354 0.296
H 0.430 0.547 -1.452
H 0.457 -1.544 1.001
H 0.448 -1.978 -0.750
H -1.798 -0.662 -0.779
H -2.318 0.501 1.215
H -0.340 1.960 -0.325
```

Values from the calculation:
M = 85.106 g mol⁻¹
total charge = 0
gap between HOMO and LUMO (spin up / spin down) = 6.823 / 6.824 eV
lowest unoccupied orbital energy (spin up / spin down) = 0.27 / 0.27 eV

Formally, the natural (NBO) partial charges of the atoms, in units of the elementary charge, are as follows: number 1, O, carries -0.617; number 2, C, carries 0.409; number 3, C, carries -0.482; number 4, C, carries 0.000; number 5, N, carries -0.940; number 6, C, carries -0.344; number 7, H, carries 0.497; number 8, H, carries 0.249; number 9, H, carries 0.269; number 10, H, carries 0.226; number 11, H, carries 0.165; number 12, H, carries 0.317; number 13, H, carries 0.252

=====

y | Density functional theory data (ωB97M-V with the def2-TZVPD basis set) for a cluster of 2 separate species, C4H7NO in total.

The geometry in XYZ format:
```
13
C4H7NO (ωB97M-V with the def2-TZVPD basis set)
C 0.992 -1.691 -0.036
C 0.948 -0.202 -0.324
C -1.294 0.941 -0.024
O -2.575 1.061 -0.366
C 1.110 0.692 0.750
N 0.907 1.505 1.577
H 2.011 -2.102 0.053
H 0.474 -1.928 0.900
H 0.495 -2.229 -0.847
H 1.469 0.111 -1.232
H -0.607 1.702 -0.357
H -1.161 0.274 0.807
H -2.736 1.856 -0.898
```

Values from the calculation:
M = 85.106 g mol⁻¹
total charge = 0
gap between HOMO and LUMO (spin up / spin down) = 8.488 / 7.565 eV
lowest unoccupied orbital energy (spin up / spin down) = 0.28 / -0.31 eV

Formally, the natural (NBO) partial charges of the atoms, in units of the elementary charge, are as follows: number 1, C, carries -0.633; number 2, C, carries -0.392; number 3, C, carries 0.095; number 4, O, carries -0.642; number 5, C, carries 0.220; number 6, N, carries -0.393; number 7, H, carries 0.214; number 8, H, carries 0.213; number 9, H, carries 0.217; number 10, H, carries 0.223; number 11, H, carries 0.192; number 12, H, carries 0.195; number 13, H, carries 0.492

=====

Which of them is the least stable? Correct choice: x.

=====

w | Density functional theory data (ωB97M-V with the def2-TZVPD basis set) for a cluster of 2 separate species, C4H7NO in total.

The geometry in XYZ format:
```
13
C4H7NO (ωB97M-V with the def2-TZVPD basis set)
O 1.236 -1.407 -0.758
C 0.020 -1.640 -0.805
C -1.013 -0.656 -0.853
C -0.313 0.603 0.835
C 1.093 0.808 0.633
N 0.017 1.853 0.282
H -0.240 -2.703 -0.733
H -2.036 -1.051 -0.849
H -0.858 0.260 -1.398
H -1.012 0.312 1.607
H 1.402 0.036 -0.348
H 1.832 0.953 1.453
H -0.128 2.632 0.935
```

Values from the calculation:
M = 85.106 g mol⁻¹
total charge = 0
gap between HOMO and LUMO = 9.062 eV
lowest unoccupied orbital energy = 0.26 eV

Formally, the natural (NBO) partial charges of the atoms, in units of the elementary charge, are as follows: number 1, O, carries -0.591; number 2, C, carries 0.354; number 3, C, carries -0.593; number 4, C, carries 0.097; number 5, C, carries -0.376; number 6, N, carries -0.614; number 7, H, carries 0.130; number 8, H, carries 0.214; number 9, H, carries 0.243; number 10, H, carries 0.220; number 11, H, carries 0.330; number 12, H, carries 0.216; number 13, H, carries 0.368

=====

x | Density functional theory data (ωB97M-V with the def2-TZVPD basis set) for the molecule C4H7NO.

The geometry in XYZ format:
```
13
C4H7NO (ωB97M-V with the def2-TZVPD basis set)
C -1.675 -0.997 0.842
C -0.441 -0.396 0.257
N 0.615 -1.008 -0.095
C 1.544 0.034 -0.552
C 0.618 1.233 -0.795
O -0.489 0.957 0.078
H -1.805 -0.673 1.880
H -1.610 -2.085 0.806
H -2.547 -0.656 0.277
H 2.292 0.199 0.236
H 2.072 -0.271 -1.459
H 0.235 1.207 -1.824
H 1.009 2.227 -0.574
```

Values from the calculation:
M = 85.106 g mol⁻¹
total charge = 0
gap between HOMO and LUMO = 10.541 eV
lowest unoccupied orbital energy = 1.06 eV
SMILES = CC1=NCCO1

Formally, the natural (NBO) partial charges of the atoms, in units of the elementary charge, are as follows: number 1, C, carries -0.670; number 2, C, carries 0.546; number 3, N, carries -0.480; number 4, C, carries -0.275; number 5, C, carries -0.094; number 6, O, carries -0.505; number 7, H, carries 0.235; number 8, H, carries 0.240; number 9, H, carries 0.232; number 10, H, carries 0.194; number 11, H, carries 0.206; number 12, H, carries 0.173; number 13, H, carries 0.199

=====

y | Density functional theory data (ωB97M-V with the def2-TZVPD basis set) for a cluster of 2 separate species, C4H7NO in total.

The geometry in XYZ format:
```
13
C4H7NO (ωB97M-V with the def2-TZVPD basis set)
C -2.219 0.325 0.358
C 1.396 1.397 -0.866
C 0.708 0.276 -0.210
C 0.877 -1.191 -0.017
N -2.437 -0.770 0.764
O 1.272 1.275 0.535
H -2.572 1.321 0.663
H 2.354 1.178 -1.438
H 0.756 2.168 -1.324
H 0.180 -1.654 0.720
H 1.865 -1.342 0.429
H 0.869 -1.694 -1.060
H -3.050 -1.290 1.446
```

Values from the calculation:
M = 85.106 g mol⁻¹
total charge = 0
gap between HOMO and LUMO (spin up / spin down) = 8.015 / 8.237 eV
lowest unoccupied orbital energy (spin up / spin down) = 0.76 / 0.98 eV

Formally, the natural (NBO) partial charges of the atoms, in units of the elementary charge, are as follows: number 1, C, carries 0.125; number 2, C, carries -0.162; number 3, C, carries 0.295; number 4, C, carries -0.701; number 5, N, carries -0.669; number 6, O, carries -0.481; number 7, H, carries 0.149; number 8, H, carries 0.178; number 9, H, carries 0.185; number 10, H, carries 0.244; number 11, H, carries 0.219; number 12, H, carries 0.233; number 13, H, carries 0.387

=====

Which of them is the least stable? Correct choice: y.